# 1
A structure of composition C2H2BrN3O in a non-equilibrium geometry. Source: the OMol25 dataset; level of theory: ωB97M-V/def2-TZVPD.

Each line ends with the natural charge from an NBO analysis.
Geometry (Å):
C  0.019723  -1.724791  -0.629525  0.577
C  -0.247566  1.807430  0.415254  -0.114
N  0.058439  -1.556159  0.652651  -0.340
N  0.049705  -0.439452  1.192098  0.138
N  0.143611  0.660691  0.734287  -0.101
O  -0.665140  -2.352315  -1.390659  -0.489
Br  1.580409  -0.907841  -1.319298  -0.083
H  0.464555  2.510502  0.060421  0.212
H  -1.403740  2.001932  0.284768  0.199

Forces on atoms 1 to 6 (eV/Å):
C -0.47 -1.12 -4.88
C -3.30 -0.57 -0.43
N -1.66 -1.16 3.50
N -0.16 -1.28 3.18
N 0.69 2.45 -1.95
O 0.13 0.46 1.53

E_HOMO: -9.9 eV
Gap between HOMO and LUMO: 9.6859 eV
E_LUMO: -0.25 eV
Maximum force: 5.03 eV/A
Electronic energy: -78662.4481 eV
Energy relative to the best compared isomer or geometry (same formula, charge and spin): 20.08 kcal per mole

# 2
A structure of composition C35H38N6O4PSSn. Source: the OMol25 dataset; level of theory: ωB97M-V/def2-TZVPD.

Each line ends with the Mulliken charge.
Geometry (Å):
Sn  -0.296110  0.375639  0.307287  0.105
N  0.646115  -2.444301  0.968559  0.286
C  0.039146  -3.306566  1.972648  -0.752
C  -1.467653  -3.436347  1.774601  -0.581
N  -2.189827  -2.229828  2.074775  0.221
C  -2.378128  -1.878488  3.463958  -1.001
C  -2.050255  -0.414070  3.710198  0.210
N  -3.039597  0.437484  3.050063  -0.502
H  1.657170  -2.473250  1.026124  0.225
H  0.418742  -2.769074  0.030236  -0.504
H  0.454041  -4.325968  1.972123  0.476
H  0.235733  -2.887842  2.964771  0.364
H  -1.650979  -3.688808  0.724709  0.017
H  -1.810462  -4.301431  2.370290  0.330
H  -2.985733  -2.056706  1.487314  0.212
H  -3.405124  -2.078461  3.808097  0.347
H  -1.722091  -2.506093  4.075156  0.333
H  -1.965694  -0.220719  4.788890  0.387
H  -1.078636  -0.214908  3.258187  -0.308
H  -3.805452  0.660047  3.670314  0.215
H  -2.625195  1.299125  2.725261  0.169
O  -3.022223  -1.383231  -2.674779  -0.697
C  -2.172616  -0.722138  -2.058635  0.215
O  -1.272348  -1.154440  -1.281267  -0.099
C  -2.255001  0.790144  -2.187323  0.089
C  -3.127472  1.414523  -3.063170  -0.757
C  -3.144625  2.800975  -3.099275  -0.277
C  -2.312226  3.520498  -2.256738  -0.677
C  -1.473830  2.827693  -1.397897  0.201
N  -1.451748  1.495637  -1.392467  0.396
C  -0.553693  3.531789  -0.384524  0.056
O  -0.539249  4.761426  -0.405369  -0.785
O  0.075391  2.732940  0.371787  -0.230
H  -3.770507  0.801652  -3.677782  0.525
H  -3.812968  3.319420  -3.776788  0.416
H  -2.283838  4.600861  -2.235121  0.530
C  6.435301  -0.757715  3.483748  -0.439
C  5.310176  -1.518416  3.188919  -0.600
C  4.185305  -0.911835  2.654553  -0.223
C  4.162601  0.458527  2.384341  -0.241
C  5.296256  1.209550  2.686392  -0.109
C  6.421990  0.605830  3.234923  -0.650
P  2.610065  1.134160  1.671582  0.450
C  2.960427  2.927310  1.671645  0.134
C  2.864413  3.598401  2.889825  -0.383
C  3.077465  4.965666  2.965534  -0.610
C  3.365932  5.687212  1.815189  -0.458
C  3.440742  5.032175  0.595652  -0.607
C  3.243786  3.659863  0.524342  -0.085
C  2.786600  0.633782  -0.078477  -0.022
C  4.036968  0.554568  -0.698523  0.042
C  4.134282  0.156484  -2.021556  -0.780
C  2.981422  -0.172618  -2.724936  -0.888
C  1.743048  -0.097737  -2.104489  -0.531
C  1.617050  0.308886  -0.775626  0.674
H  7.314481  -1.227599  3.907849  0.349
H  5.305381  -2.584455  3.383133  0.399
H  3.302391  -1.506387  2.444094  0.298
H  5.301003  2.274082  2.489998  0.308
H  7.295309  1.206228  3.461373  0.389
H  2.608731  3.043787  3.787239  0.381
H  2.995268  5.472134  3.919982  0.375
H  3.509087  6.759442  1.868165  0.341
H  3.635117  5.590978  -0.311369  0.358
H  3.277736  3.161086  -0.435601  0.312
H  4.935002  0.797190  -0.140661  0.438
H  5.105308  0.088188  -2.497735  0.371
H  3.048767  -0.511831  -3.752173  0.388
H  0.859474  -0.402749  -2.655822  0.401
C  -3.648003  -4.230933  -2.812083  -1.537
C  -2.374221  -3.971194  -3.539086  1.240
C  -2.267337  -3.709098  -4.872018  -1.032
C  -0.990363  -3.351600  -5.362156  1.084
N  0.097990  -3.347134  -4.631159  -0.566
C  0.016612  -3.701693  -3.317263  -0.096
S  1.330332  -3.802474  -2.310241  -0.371
N  -1.238977  -3.972495  -2.813888  0.126
C  -0.848288  -2.925223  -6.793967  -1.240
H  -4.465955  -4.384755  -3.512399  0.397
H  -3.856825  -3.347694  -2.206804  0.305
H  -3.562647  -5.106630  -2.166499  0.394
H  -3.143565  -3.690731  -5.502604  0.348
H  -1.281736  -4.071389  -1.810384  0.037
H  -1.210577  -3.706154  -7.466165  0.325
H  0.194406  -2.710397  -7.011374  0.350
H  -1.449087  -2.032078  -6.978032  0.298

Forces on atoms 1 to 6 (eV/Å):
Sn -0.42 0.06 0.42
N -0.04 0.08 -0.10
C 0.04 -0.12 -0.02
C -0.04 -0.07 -0.03
N 0.08 0.03 -0.02
C -0.03 -0.05 -0.01

E_HOMO: -4.2 eV
Gap between HOMO and LUMO: 6.7036 eV
Net charge: -1
E_LUMO: 2.53 eV
Maximum force: 0.60 eV/A
Electronic energy: -80002.5697 eV
Energy relative to the best compared isomer or geometry (same formula, charge and spin): 0.00 kcal per mole

Copy entry 1 word for word.
A structure of composition C2H2BrN3O in a non-equilibrium geometry. Source: the OMol25 dataset; level of theory: ωB97M-V/def2-TZVPD.

Each line ends with the natural charge from an NBO analysis.
Geometry (Å):
C  0.019723  -1.724791  -0.629525  0.577
C  -0.247566  1.807430  0.415254  -0.114
N  0.058439  -1.556159  0.652651  -0.340
N  0.049705  -0.439452  1.192098  0.138
N  0.143611  0.660691  0.734287  -0.101
O  -0.665140  -2.352315  -1.390659  -0.489
Br  1.580409  -0.907841  -1.319298  -0.083
H  0.464555  2.510502  0.060421  0.212
H  -1.403740  2.001932  0.284768  0.199

Forces on atoms 1 to 6 (eV/Å):
C -0.47 -1.12 -4.88
C -3.30 -0.57 -0.43
N -1.66 -1.16 3.50
N -0.16 -1.28 3.18
N 0.69 2.45 -1.95
O 0.13 0.46 1.53

E_HOMO: -9.9 eV
Gap between HOMO and LUMO: 9.6859 eV
E_LUMO: -0.25 eV
Maximum force: 5.03 eV/A
Electronic energy: -78662.4481 eV
Energy relative to the best compared isomer or geometry (same formula, charge and spin): 20.08 kcal per mole